17
Properties=species:S:1:pos:R:3:forces:R:3:mulliken_charge:R:1 method="wB97M-V/def2-TZVPD" gap_ha=0.348 e_lumo_ev=0.86 de_lowest_kj_mol=179.1 total_charge=0 mol_weight_g_mol=111.1 multiplicity=1
C 0.66908 1.59487 0.41230 -0.1868 0.5883 -0.3680 -0.57
C 1.43583 0.52746 -0.49960 -0.2238 1.8286 -1.4330 -0.72
C 0.39328 -0.50586 -0.82369 -4.3648 -1.3561 2.4846 0.38
C -0.21353 -1.25747 0.23381 0.2507 -0.1345 -3.3885 -0.53
N -1.42987 -1.72791 -0.28390 1.0242 0.2983 0.8107 -0.14
C -1.66834 -1.18831 -1.55427 1.1076 -1.1499 3.4354 -0.03
N -0.67349 -0.39853 -1.79920 2.3589 0.6408 -1.9059 -0.63
N 0.51180 1.19090 1.82630 0.4247 1.3068 -0.8351 -0.57
H -0.32107 1.79680 -0.01165 0.1156 -0.3283 -0.2654 0.30
H 1.13651 2.57807 0.41084 0.5824 -0.0628 -0.2118 0.38
H 2.35323 0.24738 0.05830 -0.7198 -0.5794 -0.3508 0.35
H 1.82059 0.94460 -1.52166 -0.7709 -0.2123 1.9993 0.31
H 0.25014 -1.62873 1.13419 -0.4303 -0.0828 0.0911 0.45
H -2.11564 -2.14901 0.30641 -0.2782 -0.5003 0.0335 0.22
H -2.55264 -1.67532 -2.02386 0.8745 1.4649 -0.4460 0.32
H -0.39932 1.39270 2.22715 0.3002 -0.4589 -0.3213 0.24
H 0.80344 0.25837 1.90853 -0.0641 -1.2624 0.6710 0.23


78
Properties=species:S:1:pos:R:3:forces:R:3:mulliken_charge:R:1 method="wB97M-V/def2-TZVPD" gap_ha=0.317 e_lumo_ev=0.40 total_charge=0 mol_weight_g_mol=576.7 multiplicity=1
C -0.35093 1.12640 4.44811 -0.3023 0.0915 -0.1467 -0.99
C -0.30610 1.55998 3.14650 -1.5375 0.0737 -1.5215 -0.11
C -1.52132 1.90608 2.49168 1.2192 0.9329 -0.2699 0.39
C -2.68980 1.87453 3.18147 -1.4679 -1.1541 -0.5705 -0.42
C -2.76497 1.36819 4.46636 0.7987 0.8119 0.4916 -0.66
C -1.58175 1.14357 5.13336 0.5959 -1.7058 0.2228 0.47
O -1.63430 0.60660 6.40969 0.3484 0.5060 -0.2836 -0.57
O -1.47355 2.41129 1.19163 1.1359 -0.3521 0.4389 -0.49
H 0.56608 0.70771 4.83567 -0.1332 0.2113 0.6594 0.38
H 0.57844 1.58475 2.52734 0.2952 -0.1285 0.3160 0.57
H -3.58640 1.93845 2.58279 -0.3796 0.5122 0.1160 0.33
H -3.67707 1.18910 5.01627 -0.2684 0.1235 -0.2621 0.39
H -2.33100 1.08646 6.86351 -0.0542 -0.0914 0.3070 0.33
H -2.30468 2.45430 0.71313 -0.3534 -0.1840 0.4867 0.23
C -3.97579 0.00174 -1.10283 1.1212 0.8412 0.2384 -0.05
C -5.35211 0.01178 -1.12401 1.7062 -0.0154 -0.2905 -0.77
C -5.98039 -0.06097 -2.33687 -1.3898 -0.0315 0.7770 0.92
C -5.31134 -0.08370 -3.57438 0.9201 0.0654 2.3204 -0.93
C -3.89477 -0.05274 -3.48470 -0.1166 0.6647 0.2455 -0.38
C -3.15680 0.01097 -2.25056 -2.9424 -0.6338 -0.8274 -0.13
O -1.79390 0.02360 -2.19319 -0.4216 0.6939 -0.7143 -0.23
O -7.33173 -0.11712 -2.26057 -1.6738 -0.2773 -2.5439 -0.58
H -3.59037 0.17600 -0.10911 0.8075 -0.3116 0.0674 0.62
H -5.84147 0.12889 -0.16839 -0.4651 -0.1683 -0.1865 0.28
H -5.88597 -0.09704 -4.48872 0.2536 0.0048 -0.0919 0.45
H -3.40991 0.09474 -4.43841 0.5548 -0.3678 0.0240 0.39
H -1.50890 -0.74649 -1.69588 0.3869 -0.2093 0.4921 0.20
H -7.86877 0.02634 -1.47788 1.1443 0.1202 0.4443 0.31
C -2.48969 -4.62900 -1.33708 0.7933 3.2680 0.2566 -0.52
C -2.04749 -3.31622 -0.86406 1.4965 -1.3747 -1.6604 -0.49
C -0.71688 -2.84736 -1.20548 -0.6700 -1.7332 -0.2142 0.39
C 0.19618 -3.63080 -1.92212 -2.1708 -1.6527 -0.4632 -0.53
C -0.31178 -4.85909 -2.33992 -0.8120 -1.1780 -0.1305 -0.55
C -1.65821 -5.32702 -2.17565 2.3860 0.4843 1.4681 0.42
O -1.98108 -6.60503 -2.56833 -0.1160 0.6900 -0.4063 -0.55
O -0.30969 -1.66892 -0.75117 -1.5042 2.3183 1.5906 -0.21
H -3.48767 -4.96959 -1.10376 -0.0864 -0.0392 0.1318 0.30
H -2.74782 -2.68331 -0.33932 0.1953 0.0886 0.2016 0.43
H 1.18692 -3.36334 -2.25873 0.0941 0.3377 0.5617 0.49
H 0.34477 -5.63838 -2.69777 0.2692 0.2039 -0.6189 0.35
H -2.93106 -6.50467 -2.66351 -0.3273 -0.8638 -0.2079 0.30
H 0.47913 -1.18753 -1.01122 0.4827 -1.1370 -0.3932 -0.19
C 3.41203 -3.33279 2.55220 -0.1462 -0.2841 0.8054 -0.99
C 2.64851 -2.45782 1.67804 0.1870 1.1602 -1.3064 0.39
N 2.08978 -1.74958 0.95014 0.6094 -0.9244 0.9891 -0.25
H 4.03101 -2.81768 3.28680 -0.2971 0.5356 -0.1312 0.29
H 4.12866 -3.99877 2.07157 -0.4869 0.0033 -0.4966 0.29
H 2.65091 -3.88355 3.10487 0.2736 -0.4096 0.0896 0.32
C 5.65955 1.37517 0.64466 -0.2438 -0.0769 -0.2917 -0.04
C 5.89150 0.03143 1.14408 0.4525 -1.0432 0.9447 0.35
N 6.06577 -1.03725 1.55115 -0.2198 0.9557 -0.4430 -0.45
H 5.72579 1.27932 -0.43910 -0.1995 0.4255 0.0281 -0.25
H 6.36394 2.12862 0.99714 0.1309 -0.3320 0.0928 0.36
H 4.65702 1.68557 0.93910 -0.0419 0.0670 -0.2346 -0.05
C 0.99887 1.50490 -3.69836 -0.8650 -1.3402 -0.4010 -0.26
C 1.68587 2.75205 -3.64574 2.9675 3.9854 0.5832 0.32
N 2.32446 3.74276 -3.53962 -2.2485 -3.2870 -0.4768 -0.50
H -0.02286 1.58972 -3.32824 0.0529 -0.0041 0.1328 0.04
H 1.52198 0.71636 -3.15738 0.1117 0.2748 0.2814 0.00
H 0.92724 1.10784 -4.71093 0.0141 0.3211 -0.2033 0.44
C 0.85386 1.01020 -0.29813 0.3066 -0.1774 0.7813 0.08
C 1.68456 2.14712 0.15598 1.1442 2.8893 0.9126 -0.23
N 2.31459 3.05508 0.58380 -2.0371 -3.2537 -1.4226 -0.72
H 1.48804 0.34247 -0.88128 0.1238 0.1019 -0.0041 0.30
H -0.10733 1.17956 -0.78344 0.3930 0.8334 -0.2681 0.32
H 0.54953 0.48506 0.60725 0.2601 -0.2407 0.0536 0.54
C 6.13066 0.75859 -3.35555 0.8476 0.3713 1.3972 -0.92
C 4.89056 0.28372 -2.70897 -3.8129 -1.2642 0.6624 0.49
N 3.87811 -0.09528 -2.20825 4.1116 1.5582 -1.9279 -0.46
H 6.16997 1.29817 -4.30181 -0.9962 -0.5560 -0.1675 0.32
H 6.90823 -0.00456 -3.32255 -0.2949 -0.2965 -0.2807 0.32
H 6.53302 1.50611 -2.67188 0.0029 0.1981 0.2404 0.28
C 0.51800 4.46389 3.45119 -0.2629 -0.3308 0.7910 -0.56
C 0.20556 4.23693 4.87075 -0.8888 -0.3739 2.1959 0.45
N -0.04980 4.16036 6.00968 0.6009 0.1082 -2.4564 -0.51
H 1.20642 3.70076 3.08814 0.5629 0.5651 0.1719 0.18
H 0.86657 5.49589 3.49105 0.2895 -0.1295 -0.9384 0.39
H -0.34698 4.29663 2.80937 -0.2136 0.5356 0.2422 0.11